# C25H54Br6O37S10

A molecular structure, C25H54Br6O37S10 (wB97M-V/def2-TZVPD, the Open Molecules 2025 dataset).

```
132
Properties=species:S:1:pos:R:3:forces:R:3:mulliken_charge:R:1
O 2.5178 -6.7534 -0.3963 1.12 0.43 0.71 -0.387
S 3.6055 -6.1097 0.3364 -1.18 1.93 -1.27 0.114
O 4.4682 -6.9192 1.1482 0.21 0.49 -0.72 0.047
O 4.4689 -5.2435 -0.7770 0.12 -1.34 1.54 0.423
C 3.7758 -4.3219 -1.6352 -0.47 -0.20 -0.31 0.041
C 4.6002 -4.0694 -2.8627 0.53 0.23 0.43 -0.045
C 2.8907 -4.7593 1.3154 -0.16 -1.08 -0.12 -0.106
H 3.6525 -3.3391 -1.1741 -0.40 -0.33 0.59 -0.195
H 2.8376 -4.8076 -1.9075 -0.21 0.40 0.12 0.537
H 3.9914 -3.5340 -3.5917 -0.11 -0.50 -0.22 -0.036
H 5.0343 -5.0113 -3.1897 -0.07 0.20 -0.52 -0.242
H 5.3934 -3.3595 -2.6162 0.32 -0.32 0.01 0.035
H 3.6113 -4.1770 1.8841 0.31 -0.27 -0.21 0.470
H 2.2032 -5.3022 1.9658 0.00 0.14 0.15 -0.120
H 2.2935 -4.1336 0.6579 0.15 -0.09 -0.08 -0.481
O 2.8033 -10.3263 4.8452 2.33 -0.13 0.62 -0.624
S 4.2342 -10.4293 4.5574 -1.92 -0.21 -0.99 1.045
O 5.1885 -9.3911 4.9381 -1.02 -1.55 0.09 -0.568
O 4.7029 -11.9367 5.0057 -0.16 2.12 0.10 -0.384
C 6.1262 -12.1409 4.9029 1.07 0.16 1.77 0.020
C 6.3540 -13.4435 4.2606 0.00 -1.20 -1.02 -1.110
C 4.2720 -10.6218 2.7856 0.27 0.92 0.13 -0.178
H 6.5603 -12.2525 5.9030 -0.57 0.28 0.31 0.389
H 6.6656 -11.2620 4.5482 -0.32 -0.11 -0.70 0.118
H 5.6929 -14.1691 4.7377 -0.18 0.02 -0.20 0.273
H 7.3481 -13.8590 4.4272 0.18 0.42 -0.07 0.379
H 6.1578 -13.4211 3.1869 -0.04 -0.18 0.02 0.231
H 3.2816 -10.8991 2.4375 0.15 -0.49 0.18 0.001
H 5.0773 -11.2811 2.4744 -0.08 0.05 -0.09 0.500
H 4.4168 -9.5996 2.4292 0.25 -0.07 -0.18 -0.195
O 7.7570 -2.7800 -0.9415 0.10 0.79 -1.28 -0.578
S 7.2942 -3.5102 0.1834 0.37 -1.28 0.40 1.054
O 6.0014 -3.1785 0.7275 0.83 -0.58 0.13 -0.531
O 7.2791 -5.1091 -0.2096 0.25 1.89 0.97 -0.224
C 8.2949 -5.5750 -1.1542 -1.65 -0.91 -0.14 -0.007
C 8.7238 -6.9866 -0.7617 1.89 0.74 -0.45 -1.153
C 8.6690 -3.5206 1.3789 -1.49 -0.51 -0.97 -0.623
H 9.1227 -4.8807 -1.2820 0.00 -0.02 0.24 0.611
H 7.7263 -5.6231 -2.0836 0.33 0.08 -0.23 -0.047
H 8.0171 -7.6966 -0.3438 -0.38 0.37 -0.20 0.131
H 9.6038 -6.9278 -0.1156 -0.32 -0.02 0.52 0.371
H 9.1937 -7.3738 -1.6702 -0.42 -0.42 -0.11 0.373
H 8.4024 -4.4393 1.8944 0.62 0.30 0.72 -0.102
H 8.7178 -2.5973 1.9475 -0.23 -0.20 0.20 0.481
H 9.5548 -3.6339 0.7585 0.02 -0.12 0.10 0.339
C 2.4144 -0.5656 -6.4660 0.98 -0.55 -0.37 -0.308
Br 3.3535 1.1078 -6.8849 -0.93 -0.78 0.22 -0.013
Br 3.7631 -1.7957 -5.7014 -0.44 0.18 -0.48 0.021
Br 1.5613 -1.4327 -7.9987 0.31 0.51 0.43 -0.051
H 1.6453 -0.5012 -5.7053 0.10 0.58 -0.11 0.287
C 1.3672 -1.4204 -1.0122 -0.24 0.40 0.26 -0.140
Br 0.4867 0.0980 -0.1059 0.14 -0.89 -0.56 -0.063
Br 1.8405 -0.9686 -2.8676 -0.30 -0.44 1.17 0.049
Br 0.4502 -3.1379 -0.8394 -0.19 0.85 -0.35 -0.004
H 2.2538 -1.5580 -0.4034 0.23 0.10 -0.48 0.063
C 6.1516 -7.0353 -7.8068 0.59 0.44 -1.60 -0.407
C 4.7900 -7.0848 -7.1119 0.04 0.04 -0.20 -0.334
O 5.0796 -7.2506 -5.7357 0.45 0.46 1.26 -0.025
S 6.5280 -6.6832 -5.3651 -0.87 -0.51 -0.42 1.036
O 7.0177 -7.5136 -4.2854 -0.20 1.59 -1.45 -0.520
O 6.4509 -5.2364 -5.2976 0.62 -1.83 0.09 -0.521
O 7.1543 -7.1521 -6.7934 0.27 0.11 1.01 -0.414
H 6.3576 -6.1559 -8.4247 -0.40 0.77 0.87 0.291
H 6.2947 -7.7349 -8.6339 0.09 -1.08 0.92 0.290
H 4.2072 -7.9757 -7.3335 -0.13 0.29 -0.46 0.280
H 4.2769 -6.1395 -7.2864 -0.37 -0.23 0.09 0.295
C 0.1286 -2.6888 5.0044 1.16 0.82 -0.34 -0.509
C 1.2374 -2.9989 3.9867 -0.83 -1.04 0.53 0.051
O 0.7367 -2.4027 2.7704 -0.73 -0.05 0.03 -0.154
S -0.9062 -2.4618 2.7820 -0.13 -0.13 0.01 1.088
O -1.4280 -3.4631 1.8831 0.77 1.44 1.13 -0.507
O -1.3543 -1.0917 2.7532 0.33 -1.62 -0.02 -0.549
O -1.0132 -3.0834 4.2891 -1.07 0.25 -1.48 -0.347
H 0.1058 -1.6017 5.1254 -0.06 -0.04 0.55 0.319
H 0.1391 -3.2370 5.9423 0.21 0.04 -0.08 0.338
H 1.2000 -4.0815 3.8429 0.46 -0.07 -0.01 -0.074
H 2.2401 -2.6660 4.2381 -0.12 0.35 -0.26 0.419
C 4.7043 -9.6294 -2.1896 1.45 0.08 0.41 0.627
C 4.8928 -9.5313 -0.6593 -1.86 1.42 -0.83 0.206
O 5.0361 -10.8680 -0.2275 0.55 -1.56 -0.08 -0.320
S 4.1896 -11.8834 -1.1545 -1.64 -0.86 -1.13 1.026
O 2.8485 -12.0619 -0.6236 1.83 0.33 -0.12 -0.567
O 4.9048 -13.0788 -1.5645 -0.46 2.29 1.09 -0.590
O 4.0397 -10.8653 -2.3992 0.21 -0.85 0.41 -0.178
H 5.7202 -9.6270 -2.5935 -0.12 -0.44 -0.50 0.233
H 4.1633 -8.8617 -2.7345 -0.23 0.13 0.58 -0.607
H 3.9893 -9.1123 -0.2102 0.03 -0.06 0.17 -0.034
H 5.7199 -8.8840 -0.3788 0.27 -0.49 0.08 0.079
C 0.9624 -8.1617 -3.2896 0.70 2.85 -0.33 -0.166
C 1.9421 -7.1173 -3.9090 0.39 -1.35 0.59 0.212
O 2.2664 -7.7274 -5.2039 -0.65 -0.14 0.63 -0.400
S 2.2568 -9.3496 -5.0830 -0.74 0.72 -1.94 1.148
O 3.5944 -9.8381 -5.1630 -0.32 0.25 1.35 -0.465
O 1.3900 -9.8481 -6.1150 -0.04 0.44 1.32 -0.639
O 1.5742 -9.3831 -3.6018 0.45 -1.33 -1.09 -0.295
H 0.0245 -7.8615 -3.7646 -0.33 -1.31 -0.30 0.376
H 0.8197 -8.0424 -2.2178 0.44 -0.30 0.05 0.160
H 2.8996 -7.0809 -3.3894 -0.14 0.29 0.35 -0.343
H 1.4748 -6.1378 -3.9618 0.16 -0.01 -0.65 0.529
C -0.4575 -9.8821 3.1361 -1.55 -1.29 -0.41 -0.493
C 0.2389 -9.8945 1.7495 0.63 1.46 1.53 -0.352
O 1.4377 -9.1929 2.1145 1.30 1.87 0.24 -0.034
S 1.0637 -7.9053 3.0729 0.54 -0.63 -0.90 1.089
O 0.3216 -6.9181 2.3356 0.07 -0.81 0.33 -0.597
O 2.2483 -7.4051 3.7371 -1.64 -1.48 -0.36 -0.533
O 0.0383 -8.8144 3.9437 1.06 1.16 -0.24 -0.303
H -0.3399 -10.8197 3.6778 0.51 0.14 0.09 0.276
H -1.5359 -9.7627 3.0220 0.03 0.29 -0.02 0.333
H -0.2623 -9.2445 1.0327 -0.30 -0.55 -0.24 0.255
H 0.5962 -10.8521 1.3829 -0.49 -0.06 -0.07 0.270
C 5.2948 -0.3453 -2.8031 -0.67 0.30 0.13 0.346
C 6.4896 0.4092 -2.2053 1.02 -1.56 -0.46 -0.256
O 6.6179 1.5743 -2.9690 -1.28 2.26 -0.36 -0.392
S 5.1180 2.1742 -3.2648 -1.35 -0.94 1.34 0.987
O 5.1271 2.9896 -4.4347 0.39 -1.03 0.42 -0.526
O 4.4325 2.6967 -2.0883 1.63 -0.98 -1.46 -0.544
O 4.4857 0.6449 -3.5271 1.09 1.17 0.59 -0.013
H 4.7470 -0.8327 -1.9958 -0.45 0.34 -0.07 -0.179
H 5.5088 -1.1311 -3.5233 0.49 0.27 -0.10 0.118
H 7.4077 -0.1415 -2.4171 -0.08 -0.12 0.14 0.253
H 6.4773 0.5670 -1.1273 -0.53 0.34 -0.09 0.293
C 7.1516 -7.3000 3.6629 -0.12 -1.67 0.35 0.407
C 6.5104 -6.4466 4.7450 -0.85 0.43 0.04 -0.007
O 7.5624 -5.7753 5.4587 2.01 -0.15 -0.30 -0.425
S 8.9918 -5.7646 4.6339 0.79 -0.59 1.48 1.135
O 10.0302 -6.5037 5.3632 -2.40 1.14 -1.48 -0.574
O 9.3791 -4.4041 4.2472 -1.49 -2.64 0.05 -0.534
O 8.3792 -6.7200 3.4422 3.55 3.09 -0.71 -0.445
H 6.6684 -7.4426 2.6942 -0.52 0.76 0.24 -0.057
H 7.4555 -8.3187 3.9364 -0.92 0.01 0.79 0.057
H 5.9174 -7.0504 5.4281 0.18 0.07 0.12 0.312
H 5.9180 -5.6001 4.3945 -0.33 -0.47 -0.55 0.203
```
Forces are in eV/Å.

Calculated values
Spin multiplicity: 1
Max |F| in eV Å⁻¹: 4.8
E_tot in eV: -631154.0112
HOMO-LUMO gap in eV: 9.82

# C25H54N2O9S

3 unconnected molecules or ions with the total composition C25H54N2O9S (wB97M-V/def2-TZVPD, the Open Molecules 2025 dataset).

```
91
Properties=species:S:1:pos:R:3:forces:R:3:mulliken_charge:R:1
C -8.0404 -3.8921 0.5102 0.16 0.13 -0.06 -1.146
C -8.3152 -2.4007 0.4057 -0.17 -0.15 0.09 -0.199
O -7.2310 -1.7754 -0.2599 0.06 -0.03 -0.05 -0.400
C -7.1318 -0.3811 -0.0399 -0.09 0.07 0.09 -0.691
C -6.0846 -0.0558 1.0354 -0.16 -0.08 0.15 -0.303
O -5.3670 1.1235 0.7176 -0.01 -0.05 -0.01 -0.432
C -4.0806 0.9532 0.1881 -0.05 0.17 0.08 -1.333
C -2.9621 1.2121 1.2398 -0.18 -0.30 -0.29 1.997
C -1.7852 1.9327 0.5846 0.02 0.01 0.09 -1.529
C -1.2267 1.2286 -0.6717 0.21 0.28 -0.12 -0.691
C -1.1074 2.1465 -1.9117 -0.01 0.26 0.02 -1.038
C 0.3326 2.2882 -2.4246 -0.31 -0.33 0.01 -1.134
C 0.7759 1.0962 -3.2959 0.20 0.13 -0.01 -0.438
C 0.9104 1.5139 -4.7522 -0.02 0.27 -0.14 -0.571
O 0.8818 0.3841 -5.6416 -0.40 -0.10 0.30 -0.437
C 1.9727 -0.3935 -5.6298 -0.35 -0.15 -0.48 0.827
C 1.7060 -1.7522 -6.1992 0.23 -0.03 -0.05 -1.097
O 3.0316 -0.0260 -5.2139 0.83 0.21 0.51 -0.533
C -2.5550 -0.1090 1.8898 0.19 0.01 -0.16 -1.359
C -1.5409 0.0333 3.0309 -0.41 -0.32 0.46 -0.662
C -1.7967 1.2674 3.9202 0.23 -0.19 -0.27 -0.954
S -3.4567 1.8410 3.7513 -0.09 0.13 0.46 1.317
O -3.5993 3.0948 4.4193 -0.02 -0.03 -0.19 -0.729
O -4.3439 0.7655 4.0845 0.03 -0.04 -0.16 -0.631
O -3.5210 2.1527 2.2073 0.28 0.07 -0.04 -0.489
H -6.9756 -4.0413 0.6977 -0.06 -0.03 0.06 0.305
H -8.2967 -4.4074 -0.4156 0.03 -0.02 0.04 0.280
H -8.5992 -4.3346 1.3353 -0.07 -0.01 -0.09 0.354
H -9.2429 -2.2320 -0.1573 0.02 0.10 0.07 0.317
H -8.4552 -1.9701 1.4051 0.11 0.01 -0.04 0.305
H -6.8394 0.1084 -0.9724 0.04 -0.12 0.00 0.350
H -8.1070 0.0202 0.2567 0.03 0.06 -0.13 0.360
H -5.4272 -0.9249 1.1412 0.04 0.07 -0.07 0.257
H -6.5596 0.1162 2.0044 0.09 -0.02 -0.02 0.400
H -3.9603 -0.0622 -0.2050 0.04 0.06 -0.10 0.516
H -3.9588 1.6607 -0.6392 -0.06 -0.01 0.06 0.302
H -0.9810 2.0518 1.3161 -0.09 0.02 0.03 0.316
H -2.1268 2.9446 0.3524 -0.03 -0.08 -0.08 0.640
H -0.2159 0.8855 -0.4336 -0.13 -0.25 -0.02 0.479
H -1.8183 0.3475 -0.9234 0.05 -0.02 0.06 0.426
H -1.7503 1.7839 -2.7201 0.04 0.02 0.00 0.429
H -1.4758 3.1461 -1.6636 -0.05 -0.08 0.05 0.540
H 0.4113 3.2135 -3.0028 0.14 -0.01 0.08 0.483
H 0.9873 2.3693 -1.5539 0.06 0.21 -0.11 0.446
H 0.0438 0.2839 -3.2474 0.05 0.03 0.10 0.347
H 1.7382 0.7156 -2.9492 -0.09 -0.14 -0.06 0.329
H 0.0632 2.1327 -5.0520 -0.01 -0.12 -0.05 0.416
H 1.8270 2.0831 -4.9171 -0.03 -0.02 0.03 0.277
H 1.0820 -1.6830 -7.0878 -0.06 -0.08 0.06 0.327
H 2.6621 -2.2202 -6.4251 -0.09 -0.02 -0.06 0.316
H 1.2009 -2.3487 -5.4375 -0.11 0.02 -0.10 0.279
H -3.4478 -0.6279 2.2402 0.03 0.11 0.06 0.558
H -2.1317 -0.7307 1.0958 0.02 0.04 0.05 0.591
H -1.6440 -0.8475 3.6686 0.11 -0.01 -0.09 0.338
H -0.5108 0.0356 2.6725 -0.05 0.15 -0.05 0.345
H -1.6717 1.0316 4.9768 0.10 0.09 -0.02 0.541
H -1.1522 2.0995 3.6367 -0.10 0.08 0.17 0.405
C 8.5305 1.9683 -3.8229 -0.04 0.00 0.07 -0.639
O 7.1581 1.6347 -3.8080 0.06 0.00 -0.01 -0.393
C 6.5320 1.5693 -5.0759 -0.18 0.05 -0.08 -0.473
C 6.7298 0.2472 -5.8271 0.16 -0.06 0.06 0.526
C 8.1144 0.0864 -6.4477 0.00 0.00 -0.07 -1.526
N 6.4398 -0.9163 -4.9869 -0.15 0.13 0.08 -0.746
H 8.7579 2.6804 -4.6228 0.02 -0.01 -0.01 0.297
H 9.1665 1.0870 -3.9398 0.02 0.02 -0.05 0.223
H 8.7639 2.4323 -2.8649 -0.01 0.00 0.00 0.262
H 5.4636 1.6849 -4.8790 0.01 -0.03 0.05 0.131
H 6.8474 2.4211 -5.6948 0.05 -0.03 -0.02 0.401
H 6.0005 0.2496 -6.6429 -0.04 0.05 0.02 0.349
H 8.8628 -0.1738 -5.6987 -0.01 0.02 0.02 0.291
H 8.1016 -0.7173 -7.1834 0.00 -0.03 0.03 0.363
H 8.4345 1.0017 -6.9499 0.00 0.00 0.01 0.348
H 5.4736 -0.8544 -4.6747 -0.03 -0.07 -0.10 0.292
H 6.9917 -0.8263 -4.1379 0.04 -0.06 -0.02 0.317
C 1.0552 0.4861 6.9700 -0.11 0.03 0.00 -0.785
O 0.2742 -0.5188 6.3496 0.01 0.06 -0.03 -0.288
C 1.0031 -1.5495 5.7112 -0.04 -0.09 -0.13 -0.615
C 1.5046 -2.6594 6.6433 0.00 0.05 0.16 0.318
C 2.7114 -2.2612 7.4866 0.07 -0.02 -0.02 -1.439
N 0.4553 -3.1712 7.5267 -0.08 0.06 -0.13 -0.723
H 1.9733 0.6794 6.4069 0.02 -0.01 0.01 0.366
H 1.3129 0.2251 7.9987 0.06 -0.01 -0.02 0.248
H 0.4569 1.3968 6.9920 0.00 0.00 -0.01 0.270
H 0.3050 -1.9968 4.9980 -0.03 0.02 0.02 0.287
H 1.8326 -1.1212 5.1313 0.04 -0.01 0.05 0.425
H 1.8141 -3.4843 5.9937 -0.01 0.02 -0.05 0.413
H 2.4232 -1.6254 8.3238 -0.02 0.02 -0.02 0.287
H 3.1821 -3.1502 7.9043 -0.03 -0.01 0.02 0.360
H 3.4559 -1.7293 6.8911 -0.01 0.01 0.00 0.341
H -0.3019 -3.5589 6.9724 0.04 -0.07 0.02 0.280
H 0.0406 -2.3834 8.0169 0.04 -0.02 0.06 0.314
```
Forces are in eV/Å.

Calculated values
Spin multiplicity: 1
Max |F| in eV Å⁻¹: 1.0
Structure (SMILES): CCOCCOC[C@]1(CCCCCCOC(C)=O)CCCS(=O)(=O)O1.COC[C@@H](C)N.COC[C@@H](C)N
E_tot in eV: -59041.6886
HOMO-LUMO gap in eV: 9.39